Here is a structure of composition C5H4LiO6 from the Open Molecules 2025 dataset. Energies are from ωB97M-V/def2-TZVPD.

Structure (XYZ):
```
16
C5H4LiO6 (ωB97M-V/def2-TZVPD)
O -2.60 0.22 -1.06
O 0.13 -0.26 1.11
O 2.01 3.44 -0.17
O 0.20 2.03 -0.23
O 0.02 -0.54 -1.09
O -2.49 0.65 1.10
C 1.16 -1.31 -0.69
C -1.94 0.34 0.01
C 1.05 -1.32 0.83
C -0.46 0.16 -0.03
C 1.34 2.47 -0.21
Li -4.17 0.61 0.07
H 1.07 -2.30 -1.14
H 0.63 -2.26 1.22
H 2.00 -1.11 1.33
H 2.07 -0.81 -1.04
```

For the orbital gap (spin up / spin down), the calculation gives 5.07 / 9.32 eV. Its multiplicity is 2. Its net charge is 0. As for the largest force on an atom: 0.0801 hartree/bohr.